# 1
A structure of composition C31H79HgN4O11. Source: the Open Molecules 2025 dataset; level of theory: the ωB97M-V functional and the def2-TZVPD basis.

The geometry in XYZ format:
```
126
C31H79HgN4O11 | the Open Molecules 2025 dataset | the ωB97M-V functional and the def2-TZVPD basis
H -1.314 -0.982 -1.284
H -0.549 -4.030 4.440
H 8.087 3.844 -0.658
C 4.393 3.505 2.669
H 9.290 0.550 -1.091
H 2.525 1.157 -3.776
H -0.658 5.536 -0.757
H -2.120 -6.903 -3.440
H -2.182 -11.339 -2.793
H 0.606 2.507 -4.429
H -2.512 -9.097 -3.685
H 0.972 5.483 -3.440
H -5.031 7.161 3.954
H -3.977 5.088 3.605
N 5.399 2.325 0.840
H -2.036 -4.942 4.402
H -0.165 -1.789 0.712
N -0.049 4.403 -2.246
C 0.729 -5.897 -3.893
H -1.235 -8.809 -4.822
H 1.597 3.781 -5.200
C -0.318 0.301 0.247
H 1.534 -6.544 -3.544
H -0.443 -13.230 -3.260
Hg 2.945 3.732 -0.641
C 3.001 2.123 -3.945
O 1.199 -11.859 -3.426
H 4.476 -3.315 1.897
C -4.001 3.515 -1.701
H 8.211 0.371 0.354
H 5.478 -4.027 -0.797
H -0.681 3.615 -2.240
H 0.966 -5.326 -4.791
H 0.244 -0.627 2.039
H 3.668 -3.825 -0.704
H -0.494 6.446 -2.160
C 5.029 -3.915 1.174
C 2.281 4.463 3.035
H -5.461 2.804 2.573
N -6.902 6.350 4.763
H 0.062 -12.229 -1.837
H 6.540 3.601 -1.257
H 0.397 -5.322 -3.028
C 4.638 -3.553 -0.288
C 8.593 1.044 -0.414
H 3.842 -1.879 -0.184
H 3.185 2.198 -5.017
H 3.951 2.164 -3.414
H -4.754 4.205 -2.081
H -5.696 1.870 4.106
O 0.946 0.534 -0.328
C 6.625 3.092 0.777
H -0.494 4.737 -4.313
H -2.968 6.156 -1.909
C -1.430 0.021 -0.874
H -4.553 2.766 -1.132
H 0.703 -5.612 2.912
H -2.374 0.017 -0.329
H 2.264 -13.668 -3.165
C 5.025 2.183 2.265
H -8.996 9.015 0.441
H 4.314 1.368 2.403
C -2.463 5.200 -2.045
C -5.440 6.306 4.492
H -0.877 -5.483 2.410
H -1.094 -5.592 6.300
H 7.374 2.709 1.469
H -4.208 2.697 3.744
O -8.238 8.963 2.372
H 5.074 4.353 2.601
H 5.666 1.366 0.668
C -0.305 -5.812 3.276
H 4.780 -4.957 1.371
O -0.160 -6.999 -4.263
H -1.451 -0.952 1.569
O 7.705 1.889 -1.174
C -7.578 6.944 3.622
C -0.123 -12.248 -2.911
H -6.269 8.443 2.532
H -1.436 -11.379 -4.372
H -5.364 5.156 2.651
H 3.025 -12.521 -2.334
H -7.493 6.267 2.772
H 5.822 2.083 3.002
C -7.190 8.341 3.107
H -6.998 8.951 3.990
H 2.010 3.815 3.868
H 0.203 -9.925 -3.250
N -0.775 -9.927 -2.997
O -5.571 3.930 4.340
H -3.637 2.858 -2.491
C -8.477 8.327 1.108
O 2.276 3.234 -3.490
H -0.489 -6.881 3.378
H -0.735 1.197 0.707
C 2.406 -12.590 -3.229
O -0.448 -5.716 5.600
C -0.951 -5.043 4.432
C -1.155 -7.393 -3.311
H -9.028 7.395 1.226
H -8.643 7.114 3.780
H -7.185 5.383 4.823
C -0.426 -0.855 1.210
H -4.985 6.345 5.482
H -7.504 8.023 0.721
C -1.227 -11.247 -3.310
H 2.721 5.381 3.423
H -2.527 4.778 -3.048
H 1.347 4.648 2.505
C 7.244 3.163 -0.549
C 1.139 3.444 -4.270
O 3.157 3.916 2.068
H 3.041 -12.398 -4.094
H 6.454 4.124 1.082
H -1.565 0.772 -1.653
O -2.960 4.217 -1.115
O 4.715 -2.202 -0.419
H 4.376 3.317 3.742
H -0.781 -7.243 -2.298
C -5.063 5.071 3.695
H 9.200 1.688 0.221
C -1.451 -8.857 -3.755
C 0.336 4.616 -3.616
C -0.890 5.488 -1.821
C -5.291 2.773 3.650
H 6.063 -3.785 1.492
```

HOMO energy, eV: -9.75
Total charge: +1
LUMO energy, eV: -7.486

---

# 2
A cluster of 10 separate species, C31H79N3O20 in total. Source: the Open Molecules 2025 dataset; level of theory: the ωB97M-V functional and the def2-TZVPD basis.

The geometry in XYZ format:
```
133
C31H79N3O20 | the Open Molecules 2025 dataset | the ωB97M-V functional and the def2-TZVPD basis
O -4.627 -3.097 -0.134
H -10.563 1.242 -1.280
H 5.510 -1.556 5.968
H 1.655 -2.064 -3.751
O -8.845 0.123 -2.033
H 8.510 2.166 -3.309
C 0.364 -5.987 -3.875
H 7.609 3.293 -2.568
H 5.467 0.434 4.008
H 5.218 -0.212 -0.909
C 9.044 0.501 -1.351
H -5.806 4.674 4.924
H -3.741 1.378 2.966
H -0.329 -6.337 -4.640
H 2.149 -7.002 -2.236
H -1.111 -0.299 -1.489
H 9.811 0.378 -0.586
H 3.958 0.938 -0.632
H -4.317 8.612 -0.241
H -6.645 6.145 4.693
C 2.534 -6.634 -3.187
O -5.115 5.901 3.521
H 7.318 -6.269 -0.362
H -8.462 2.004 -2.800
H 9.253 0.025 -2.309
C -4.316 0.822 -2.749
C -4.732 7.654 0.071
C 0.724 -0.637 4.265
H -1.234 -1.456 -0.180
H -3.126 6.153 4.136
H -4.291 3.392 -1.615
O 3.899 -0.715 4.907
H -3.424 1.125 -2.201
H -2.595 -4.949 -1.595
H 3.854 -3.609 -0.705
O 0.976 0.875 -0.701
C -5.638 5.745 4.810
H 0.322 -0.860 5.253
H 1.987 -2.953 1.772
C 5.624 -4.523 0.239
C 1.221 -2.506 -2.855
H 6.052 1.544 -3.762
H 8.269 -0.126 -0.910
N -3.879 -3.237 -1.079
H 3.371 2.160 0.968
O 1.211 -3.905 -2.833
H 1.351 -1.371 3.758
C 0.475 -4.426 -3.991
H -1.637 0.263 0.140
C 7.770 2.217 -2.510
H -4.094 -4.790 -2.553
O -5.524 1.333 -2.247
H -3.365 6.039 2.422
O -0.604 0.651 2.811
O -2.481 4.350 -1.785
N -0.476 -0.468 3.360
H -5.093 6.271 5.594
H -0.560 -4.088 -3.948
H -10.744 -0.438 -1.688
H 6.434 -3.939 -0.197
C -3.415 2.079 2.198
O -1.230 -1.413 3.165
C 4.716 -0.339 3.844
H 0.907 -4.114 -4.942
H -0.072 -6.183 -2.896
O -3.928 3.472 2.354
H -0.594 3.797 -0.879
H -5.822 7.643 0.078
H -2.325 2.057 2.192
H 6.148 -7.178 0.863
H 3.100 -5.710 -3.063
O -4.198 6.705 -0.820
C -10.215 0.473 -1.969
H 3.287 -7.347 -3.523
H -4.145 -5.340 -0.922
H -5.529 5.170 -0.345
H -7.706 1.734 -1.258
H 1.588 -3.576 0.159
H -10.633 0.793 -2.924
H -1.884 4.184 0.119
H 1.307 0.277 4.150
H -1.985 2.632 -0.637
H 3.151 -0.634 2.507
O 1.594 -6.664 -4.151
O 1.135 -0.884 0.582
H 4.462 -2.809 0.734
C 4.574 -1.015 6.105
H 4.894 -0.043 6.480
O 5.661 1.682 -1.632
H -3.805 1.673 1.266
C -3.726 5.654 3.376
C 4.712 0.642 -1.361
O -3.315 -2.349 -1.644
C 3.898 0.150 2.637
C 6.359 -6.718 -0.103
H -3.838 5.061 0.256
C -3.885 4.401 -1.697
H -6.738 0.974 -3.909
H 5.200 -1.265 3.536
C 4.255 -3.784 0.293
H 6.761 0.344 -2.771
H 4.228 0.271 -2.265
C -0.991 -0.419 -0.412
C 6.494 1.401 -2.776
H 6.243 -7.591 -0.745
H -4.336 7.418 1.058
H -2.287 4.053 3.566
H -3.816 3.625 4.312
O 5.439 -5.728 -0.415
H -6.526 -0.304 -2.674
C 2.759 2.128 1.869
C -3.637 -4.631 -1.576
O 3.436 1.471 2.956
H 0.250 -2.012 -2.820
H 3.897 -1.522 6.793
C 1.995 -3.838 1.135
N 0.484 -0.135 -0.181
H -4.074 4.887 -2.654
H 6.010 -4.684 1.245
H 1.917 1.457 1.699
H -4.218 1.002 -3.820
H 1.898 -2.094 -2.106
O 8.466 1.818 -1.319
C -7.975 1.242 -2.193
C -6.661 0.765 -2.842
H 4.491 0.261 1.730
H -4.318 -0.266 -2.679
H 1.332 -4.569 1.598
H 2.412 3.117 2.169
C -4.477 5.319 -0.589
C -1.674 3.661 -0.814
O 3.321 -4.462 1.028
C -3.367 4.170 3.481
```

Multiplicity: 2
ΔE to the lowest compared entry with this formula, charge and spin, kJ/mol: 12.0
HOMO energy (alpha / beta), eV: -10.79 / -10.79
Total charge: +1
LUMO energy (alpha / beta), eV: -2.209 / -8.245
<S²>: 0.756

---

# 3
A structure of composition C31H79N6NaO7. Source: the Open Molecules 2025 dataset; level of theory: the ωB97M-V functional and the def2-TZVPD basis.

The geometry in XYZ format:
```
124
C31H79N6NaO7 | the Open Molecules 2025 dataset | the ωB97M-V functional and the def2-TZVPD basis
H 3.138 -4.367 -1.512
C 2.183 -4.138 -1.985
O -0.168 2.573 -4.925
H 1.465 2.899 2.725
H 0.341 -6.326 -1.563
H -4.617 1.001 -2.791
Na -2.158 -3.559 -1.177
H 2.760 -2.589 0.946
H 3.905 2.640 -0.974
C 3.313 -0.096 1.994
N -0.275 -3.792 -1.624
H -3.087 -1.446 3.394
H -1.353 2.084 5.525
H -3.145 1.816 -3.064
H 2.894 4.342 0.204
H 2.548 1.080 -4.628
H 2.123 -4.828 -2.827
C 2.948 -2.403 -3.615
C -0.042 3.918 -4.380
H 2.083 0.274 -0.105
H -0.309 -1.869 2.193
H 2.878 1.559 -1.998
C 2.565 3.545 0.871
H -0.679 -4.341 -2.369
H 0.073 -4.290 2.644
C -1.491 0.098 3.454
C 0.621 0.303 -4.445
C 1.001 -4.294 -1.088
C -1.570 3.716 -0.211
O -2.414 0.951 4.039
H 1.142 -0.895 -0.176
H 3.509 1.020 0.683
H -1.208 -0.060 -1.141
C 0.196 1.718 -3.814
H 1.737 1.130 -5.904
H 1.184 -3.773 -0.148
C 1.078 -4.655 2.433
C -1.110 -0.751 -0.304
H 1.785 -0.242 -2.720
H 0.054 4.996 1.094
H 3.505 3.217 1.314
C 2.430 1.083 0.538
H 1.022 -5.574 3.015
H -0.013 -2.914 -2.048
C -2.232 -1.102 2.813
H -1.079 -0.058 0.537
H 2.297 0.278 1.864
H 2.837 -2.911 4.598
H -4.364 2.995 2.549
H 1.974 4.503 2.721
H -5.226 0.829 0.373
O 3.218 -1.440 2.556
H -1.504 1.142 0.624
H -2.968 2.177 3.133
H 2.568 -2.923 -4.494
H 1.888 0.820 1.446
N 1.899 0.495 -5.136
H 3.126 -4.236 2.710
H -1.619 2.927 3.991
H -2.597 -0.729 -1.417
O 0.177 1.680 -1.409
C -1.280 -2.287 2.457
C -3.876 2.020 2.550
H -2.280 4.257 0.415
O -3.364 1.608 1.277
H 0.269 -2.298 0.350
N 0.652 2.559 -0.412
H -0.209 4.778 -5.028
C -0.372 3.004 0.586
H 0.998 2.111 -3.189
H 1.434 -1.711 1.681
O -2.155 -1.681 -0.300
H -2.943 2.702 4.915
H 1.128 -1.644 -3.435
C -3.496 1.035 -0.983
H -0.843 0.585 2.725
H -0.218 1.225 1.907
H -1.145 4.471 -0.873
C 2.332 -2.288 1.902
H -3.321 0.280 1.961
C -3.887 1.633 -2.286
H 3.825 0.541 2.717
H -2.153 2.922 -0.677
N -3.503 -0.441 -1.074
H 4.037 -2.353 -3.600
H -4.527 1.273 3.005
C -4.364 1.485 0.253
H 1.281 -4.902 1.390
H -0.136 -5.925 -0.053
H 0.031 -0.524 -2.661
C -0.974 1.769 1.340
H -4.754 2.477 0.028
H 2.804 -1.323 -3.632
H -2.470 1.365 -0.820
H -0.046 -0.015 -5.246
H 2.791 3.390 -2.068
H -1.736 -2.952 1.723
C 0.682 -5.701 -0.737
N 2.140 -3.559 4.260
N -2.827 -0.537 1.632
C 0.248 -1.486 -0.378
H 0.029 0.831 -0.987
H -2.080 -0.109 1.103
H -0.763 4.077 -3.578
H -1.705 2.098 2.079
H -4.395 2.576 -2.084
C 1.510 3.765 2.065
H 2.284 -4.374 4.840
C 0.099 4.013 1.563
C 0.920 -0.584 -3.289
H 3.957 0.139 1.146
H 0.966 4.127 -4.021
O 2.214 -2.688 -2.362
H -0.907 -2.925 3.258
C 2.936 2.501 -1.454
H -0.555 4.117 2.429
C -2.022 2.175 4.669
H 0.485 -1.908 -1.355
H -0.920 -0.403 4.235
C 2.219 -3.638 2.798
H -0.765 1.569 -3.321
H -4.132 -0.604 -1.848
C 2.064 2.436 -0.112
H 1.544 -6.269 -0.387
```

ΔE to the lowest compared entry with this formula, charge and spin, kJ/mol: 2133.8
HOMO energy, eV: -5.51
LUMO energy, eV: -0.585

---

no.,electronic energy (eV)
1,-66063.471
2,-78819.435
3,-61089.961